The following is a quantum chemistry calculation of a structure of composition C5H9NO2 in a non-equilibrium geometry, from the Open Molecules 2025 dataset.

Results
Energy above the lowest of the compared OMol25 structures with the same formula, charge and spin (kcal per mole): 77.3
LUMO (eV): 0.6
Kohn-Sham gap (eV): 9.604

Positions of all 17 atoms, in Å:
C -1.120 -2.676 -0.413
C -1.048 -1.439 0.462
C 1.106 -0.758 -0.422
N 0.185 -0.804 0.524
O -1.994 -1.047 1.110
H -2.064 -3.183 -0.233
H -1.086 -2.382 -1.465
H -0.288 -3.351 -0.216
H 2.147 -0.781 -0.123
H 0.859 -0.972 -1.456
C 0.407 3.201 0.396
C 0.561 1.723 0.261
O 1.238 1.258 -0.649
H 0.053 0.511 0.852
H -0.660 3.434 0.426
H 0.887 3.757 -0.411
H 0.818 3.510 1.359